The following is a quantum chemistry calculation of a molecular structure, C35H52ClPPt, from OMol25.

Last column: Löwdin charge in e.
Geometry (Å):
1 Pt 0.548 0.490 1.424  0.795
2 P 0.158 0.681 -0.896  0.985
3 Cl 1.670 2.529 1.349  -0.030
4 C -3.782 -1.464 -0.140  -0.044
5 H -4.601 -1.836 -0.786  0.069
6 H -3.932 -0.365 0.069  0.078
7 C 1.916 0.836 -1.475  -0.484
8 C -0.895 2.272 -1.092  -0.408
9 C 2.249 0.935 -2.962  -0.209
10 H 2.223 1.773 -0.979  0.038
11 C 3.707 1.405 -3.064  -0.188
12 H 2.139 -0.048 -3.450  0.104
13 H 1.599 1.650 -3.488  0.098
14 C 4.699 0.556 -2.243  -0.189
15 H 4.011 1.416 -4.118  0.110
16 H 3.744 2.447 -2.707  0.117
17 C 4.202 0.132 -0.841  -0.188
18 H 4.936 -0.357 -2.811  0.110
19 H 5.636 1.116 -2.138  0.107
20 C 2.730 -0.312 -0.869  -0.235
21 H 4.831 -0.691 -0.464  0.112
22 H 4.301 0.978 -0.137  0.111
23 H 2.621 -1.223 -1.482  0.109
24 H 2.392 -0.553 0.154  0.059
25 C -0.576 -0.479 -2.201  -0.376
26 C -2.374 2.091 -1.483  -0.195
27 H -0.860 2.696 -0.070  0.078
28 C -3.137 3.443 -1.461  -0.179
29 H -2.463 1.698 -2.505  0.095
30 H -2.845 1.305 -0.880  0.084
31 C -2.463 4.547 -2.304  -0.204
32 H -4.166 3.317 -1.829  0.109
33 H -3.218 3.817 -0.429  0.113
34 C -0.943 4.636 -2.125  -0.191
35 H -2.694 4.416 -3.372  0.109
36 H -2.888 5.523 -2.040  0.106
37 C -0.235 3.270 -2.047  -0.217
38 H -0.499 5.226 -2.940  0.111
39 H -0.726 5.202 -1.208  0.115
40 H -0.208 2.856 -3.067  0.098
41 H 0.802 3.451 -1.740  0.102
42 C 0.090 -1.857 -2.388  -0.203
43 H -1.572 -0.637 -1.744  0.091
44 C -0.750 -2.797 -3.286  -0.184
45 H 1.086 -1.749 -2.846  0.097
46 H 0.254 -2.362 -1.432  0.092
47 C -1.113 -2.187 -4.649  -0.203
48 H -0.197 -3.735 -3.451  0.112
49 H -1.676 -3.074 -2.757  0.112
50 C -1.629 -0.748 -4.532  -0.189
51 H -0.218 -2.196 -5.290  0.113
52 H -1.862 -2.815 -5.149  0.108
53 C -0.743 0.120 -3.623  -0.202
54 H -1.685 -0.304 -5.540  0.115
55 H -2.651 -0.755 -4.130  0.114
56 H 0.235 0.178 -4.116  0.094
57 H -1.138 1.141 -3.609  0.078
58 C -0.495 -1.246 1.279  -0.292
59 C -3.082 -2.247 0.620  -0.227
60 H -0.522 -1.669 0.161  0.016
61 C -3.382 -2.573 2.128  -0.170
62 H -2.272 -2.854 0.350  0.074
63 C -2.424 -2.779 3.306  -0.199
64 H -4.070 -1.793 2.440  0.096
65 H -3.951 -3.509 1.955  0.115
66 C -1.078 -3.364 2.877  -0.189
67 H -2.271 -1.834 3.851  0.094
68 H -2.930 -3.537 3.952  0.118
69 C -0.116 -2.406 2.096  -0.301
70 H -0.545 -3.789 3.770  0.120
71 H -1.220 -4.191 2.184  0.096
72 H 0.539 -1.944 2.827  0.063
73 H 0.501 -3.037 1.426  0.111
74 C 3.502 -0.928 6.096  -0.085
75 C 3.763 -0.802 4.704  -0.068
76 C 2.779 -0.258 3.865  -0.045
77 C 1.494 0.049 4.362  -0.192
78 C 0.423 0.414 3.480  -0.291
79 C -0.867 0.572 3.935  -0.135
80 C -1.141 0.403 5.311  -0.085
81 C -0.126 0.119 6.208  -0.038
82 C 1.206 -0.096 5.768  -0.167
83 C 2.261 -0.566 6.603  -0.040
84 H 4.257 -1.336 6.782  0.103
85 H 4.735 -1.128 4.344  0.097
86 H 3.035 -0.054 2.828  0.083
87 H -1.661 0.822 3.239  0.094
88 H -2.144 0.523 5.675  0.096
89 H -0.298 0.038 7.290  0.114
90 H 2.058 -0.606 7.678  0.109

Computed properties:
HOMO energy (spin up / spin down) = -6.19 / -7.74 eV
Electronic energy = -2285.4377 Eh
Energy above the lowest of the compared OMol25 structures with the same formula, charge and spin = 1.203 eV
Orbital gap (spin up / spin down) = 6.781 / 5.201 eV
2S+1 = 5


The following is a quantum chemistry calculation of C6H14N2O2S in the gas phase, from OMol25.

Last column: Löwdin charge in e.
Geometry (Å):
1 C 0.949 0.345 1.005  -0.210
2 C 2.115 -0.654 1.019  -0.183
3 C 1.714 -2.091 1.342  -0.207
4 C 1.253 -2.914 0.116  -0.203
5 C 0.391 -2.162 -0.917  -0.183
6 C -0.586 -1.140 -0.344  -0.197
7 H -2.978 1.468 0.386  0.071
8 H -1.880 2.391 1.268  0.061
9 H 0.398 0.302 1.956  0.121
10 H 1.353 1.360 0.937  0.110
11 H 2.812 -0.304 1.781  0.108
12 H 2.655 -0.548 0.068  0.124
13 H 0.916 -2.052 2.115  0.112
14 H 2.558 -2.585 1.844  0.106
15 H 0.669 -3.779 0.493  0.109
16 H 2.126 -3.339 -0.392  0.105
17 H -0.172 -2.911 -1.513  0.117
18 H 1.048 -1.663 -1.642  0.116
19 H -1.386 -1.013 -1.060  0.101
20 H -1.003 -1.496 0.606  0.129
21 N -2.032 1.538 0.752  -0.053
22 N 0.063 0.171 -0.149  -0.242
23 O -1.655 1.153 -1.693  -0.306
24 O -0.073 2.645 -0.377  -0.301
25 S -0.907 1.470 -0.490  0.596

Computed properties:
SMILES string = NS(=O)(=O)N1CCCCCC1
HOMO energy = -9.71 eV
Electronic energy = -895.1924 Eh
Energy above the lowest of the compared OMol25 structures with the same formula, charge and spin = 0.000 eV
Orbital gap = 10.445 eV
2S+1 = 1


The following is a quantum chemistry calculation of C23H22ClN5O in the gas phase, from OMol25.

Last column: Löwdin charge in e.
Geometry (Å):
1 C 3.687 -0.057 -3.888  -0.065
2 C 3.612 -0.545 -2.478  -0.224
3 C 4.741 -0.804 -1.740  -0.609
4 C 4.684 -1.259 -0.415  -0.088
5 C 3.475 -1.462 0.189  -0.006
6 C 2.277 -1.227 -0.513  -0.073
7 C 0.981 -1.421 0.044  -0.035
8 C -0.116 -1.158 -0.740  0.051
9 C 0.068 -0.685 -2.057  -0.197
10 N 1.252 -0.499 -2.589  0.167
11 C 2.349 -0.758 -1.859  -0.153
12 C -1.101 -0.368 -2.890  -0.220
13 N -2.276 -0.276 -2.269  0.103
14 C -3.346 0.016 -2.982  -0.139
15 C -3.318 0.232 -4.353  -0.063
16 C -2.097 0.136 -5.004  -0.061
17 C -0.968 -0.167 -4.265  -0.002
18 H 0.006 -0.256 -4.717  0.104
19 H -2.028 0.295 -6.071  0.107
20 H -4.222 0.468 -4.891  0.100
21 H -4.271 0.082 -2.423  0.108
22 H -1.127 -1.309 -0.399  0.110
23 C 0.816 -1.918 1.451  -0.433
24 O 1.589 -2.694 1.988  0.053
25 N -0.265 -1.416 2.077  0.072
26 H -0.914 -0.782 1.608  0.072
27 C -0.557 -1.705 3.457  -0.173
28 H -1.457 -2.329 3.525  0.125
29 H 0.289 -2.275 3.850  0.119
30 C -0.762 -0.428 4.277  -0.146
31 H -0.796 -0.705 5.332  0.111
32 H 0.090 0.238 4.129  0.120
33 C -2.063 0.315 3.934  -0.123
34 N -1.960 1.143 2.761  -0.117
35 C -1.768 2.480 2.689  -0.276
36 C -1.759 2.799 1.345  -0.018
37 C -1.949 1.585 0.678  -0.126
38 N -2.071 0.598 1.546  0.046
39 H -2.003 1.382 -0.373  0.083
40 H -1.631 3.770 0.912  0.097
41 C -1.615 3.349 3.884  -0.022
42 H -2.524 3.345 4.487  0.084
43 H -1.419 4.369 3.565  0.082
44 H -0.788 3.013 4.509  0.082
45 H -2.860 -0.413 3.757  0.130
46 H -2.352 0.955 4.770  0.116
47 H 3.426 -1.829 1.200  0.106
48 H 5.604 -1.445 0.117  0.103
49 Cl 6.301 -0.567 -2.451  0.702
50 H 4.145 -0.814 -4.523  0.083
51 H 4.302 0.840 -3.945  0.075
52 H 2.687 0.162 -4.249  0.058

Computed properties:
SMILES string = Cc1c(Cl)ccc2c(C(=O)NCCCn3nccc3C)cc(-c3ccccn3)nc12
HOMO energy = -8.38 eV
Electronic energy = -1698.9200 Eh
Orbital gap = 8.186 eV
2S+1 = 1


The following is a quantum chemistry calculation of a molecular structure, C43H40BMoO7SSb, from OMol25.

Last column: Löwdin charge in e.
Geometry (Å):
1 Mo -0.848 0.635 -1.408  1.396
2 C 2.193 -0.294 6.338  -0.058
3 C 0.774 0.264 6.475  -0.556
4 C -0.106 -0.835 7.095  -0.036
5 C 0.812 1.476 7.417  -0.034
6 C 0.149 0.639 5.139  -0.152
7 C -1.155 1.154 5.130  -0.012
8 C -1.871 1.414 3.976  0.034
9 C -1.230 1.157 2.781  -0.181
10 O -1.660 1.306 1.480  0.142
11 B -0.600 0.928 0.686  -0.633
12 O 0.474 0.556 1.449  0.136
13 C 0.086 0.689 2.766  -0.171
14 C 0.792 0.420 3.923  0.076
15 H 2.581 -0.520 7.328  0.092
16 H 2.866 0.423 5.877  0.088
17 H 2.193 -1.218 5.764  0.084
18 H 0.374 -1.239 7.982  0.091
19 H -0.249 -1.646 6.382  0.085
20 H -1.078 -0.446 7.385  0.082
21 H 1.182 1.159 8.388  0.092
22 H -0.173 1.910 7.564  0.076
23 H 1.475 2.247 7.032  0.093
24 H -1.629 1.361 6.073  0.113
25 H -2.876 1.803 4.011  0.124
26 H 1.805 0.061 3.861  0.122
27 C 6.556 0.760 -2.896  -0.051
28 C 5.884 1.859 -2.389  -0.060
29 C 4.524 1.791 -2.130  -0.132
30 C 3.846 0.616 -2.408  -0.337
31 C 4.510 -0.496 -2.899  -0.119
32 C 5.872 -0.419 -3.139  -0.054
33 Sb 1.682 0.489 -2.321  1.600
34 C 1.164 1.900 -3.853  -0.384
35 C 1.663 3.194 -3.814  -0.120
36 C 1.221 4.140 -4.726  -0.071
37 C 0.277 3.794 -5.680  -0.074
38 C -0.237 2.507 -5.710  -0.070
39 C 0.188 1.565 -4.785  -0.155
40 C 1.396 -1.381 -3.338  -0.392
41 C 0.954 -2.471 -2.596  -0.147
42 C 0.722 -3.688 -3.215  -0.055
43 C 0.928 -3.819 -4.579  -0.049
44 C 1.390 -2.739 -5.315  -0.054
45 C 1.630 -1.521 -4.701  -0.129
46 H 7.614 0.819 -3.094  0.117
47 H 6.415 2.779 -2.196  0.116
48 H 4.015 2.648 -1.708  0.095
49 H 3.978 -1.416 -3.097  0.093
50 H 6.390 -1.284 -3.524  0.117
51 H 2.409 3.467 -3.079  0.091
52 H 1.614 5.145 -4.693  0.118
53 H -0.062 4.529 -6.394  0.117
54 H -0.972 2.239 -6.455  0.115
55 H -0.204 0.550 -4.821  0.095
56 H 0.824 -2.378 -1.521  0.074
57 H 0.383 -4.530 -2.630  0.116
58 H 0.737 -4.763 -5.065  0.117
59 H 1.568 -2.845 -6.374  0.116
60 H 2.013 -0.686 -5.276  0.111
61 O -3.054 -2.363 -1.529  0.131
62 C -2.090 -2.047 -0.861  -0.470
63 O -1.324 -1.039 -1.242  -0.254
64 C -1.709 -2.672 0.422  -0.129
65 C -0.464 -2.440 1.012  -0.024
66 C -0.131 -2.998 2.238  0.047
67 C -1.081 -3.790 2.848  -0.180
68 O -1.014 -4.435 4.025  0.072
69 C -2.227 -5.153 4.163  -0.115
70 O -3.058 -4.833 3.068  0.068
71 C -2.336 -4.031 2.256  -0.178
72 C -2.673 -3.484 1.044  0.097
73 H 0.272 -1.820 0.512  0.096
74 H 0.829 -2.840 2.694  0.130
75 H -2.717 -4.875 5.105  0.150
76 H -2.010 -6.233 4.169  0.153
77 H -3.629 -3.655 0.580  0.139
78 C -2.178 4.331 -3.006  -0.162
79 S -1.868 3.540 -1.400  1.167
80 O -0.700 2.527 -1.751  -0.727
81 C -3.138 2.277 -1.377  -0.411
82 C -3.015 1.291 -2.388  -0.189
83 C -3.899 0.201 -2.352  -0.041
84 C -4.783 0.059 -1.292  -0.020
85 C -4.873 1.031 -0.304  -0.001
86 C -4.052 2.152 -0.345  -0.048
87 H -2.748 3.691 -3.673  0.070
88 H -1.217 4.591 -3.445  0.055
89 H -2.736 5.241 -2.803  0.077
90 H -2.509 1.520 -3.335  0.116
91 H -3.903 -0.518 -3.162  0.134
92 H -5.425 -0.806 -1.264  0.131
93 H -5.582 0.914 0.500  0.130
94 H -4.131 2.913 0.416  0.131

Computed properties:
HOMO energy (spin up / spin down) = -12.68 / -12.69 eV
Electronic energy = -2920.1858 Eh
Energy above the lowest of the compared OMol25 structures with the same formula, charge and spin = 1.514 eV
Total charge = +2
Orbital gap (spin up / spin down) = 5.768 / 5.624 eV
2S+1 = 1